# 1
20
Properties=species:S:1:pos:R:3:nbo_charge:R:1 method="wB97M-V/def2-TZVPD" e_homo_ha="-0.37606 / -0.47309" gap_ev="7.35 / 7.99" multiplicity=5 s_squared=6.0075 total_charge=+1 mol_weight_g_mol=203.23 total_energy_ev=-11384.743
C -1.626 -2.143 -2.628 -0.83
Ru -0.228 -0.486 -0.759 0.99
N -1.975 0.056 0.259 -1.12
H 1.026 -0.678 -1.554 -0.27
H -0.858 -2.100 -1.768 0.14
H -1.237 -2.772 -3.453 0.26
H -1.818 -1.132 -3.000 0.22
H -2.605 -2.530 -2.324 0.23
H -2.075 1.063 0.406 0.41
H -1.980 -0.373 1.187 0.42
H -2.810 -0.262 -0.230 0.42
N 2.578 1.031 2.073 -0.50
C 1.791 2.174 1.983 -0.05
C 0.825 1.909 1.055 -0.10
N 1.025 0.585 0.562 -0.61
C 2.074 0.106 1.212 0.23
H 3.390 0.894 2.676 0.45
H 1.977 3.055 2.561 0.25
H 0.024 2.487 0.659 0.22
H 2.504 -0.883 1.083 0.24



# 2
20
Properties=species:S:1:pos:R:3:nbo_charge:R:1 method="wB97M-V/def2-TZVPD" e_homo_ha=-0.46445 gap_ev=9.04 multiplicity=1 total_charge=+1 mol_weight_g_mol=134.23 total_energy_ev=-19639.403
C 1.421 -1.259 -0.030 -0.69
C -0.547 3.528 0.478 -0.44
C 0.111 -1.909 0.321 0.13
C -0.468 1.136 0.808 -0.01
N -0.062 -2.398 -1.971 -0.67
N -0.429 -2.593 -0.692 -0.39
N -0.996 2.285 0.974 -0.50
S -1.128 -0.311 1.315 0.06
H 1.412 -0.468 -0.754 0.23
H 1.981 -2.101 -0.426 0.25
H 1.691 -0.923 1.008 0.25
H -0.903 4.459 1.047 0.25
H 0.554 3.561 0.453 0.22
H -0.822 3.626 -0.574 0.23
H 0.045 -2.411 1.286 0.23
H 0.601 0.916 0.368 0.23
H -0.574 -1.807 -2.641 0.39
H -1.097 -3.338 -0.494 0.41
H -1.742 2.340 1.678 0.43
H 0.951 -2.333 -2.152 0.37



# 3
20
Properties=species:S:1:pos:R:3:nbo_charge:R:1 method="wB97M-V/def2-TZVPD" e_homo_ha=-0.32104 gap_ev=9.75 multiplicity=1 total_charge=0 mol_weight_g_mol=116.17 total_energy_ev=-10301.837
H 1.767 0.969 0.777 0.33
N 1.571 0.979 -0.222 -0.74
C 0.368 1.289 -0.508 0.46
C -0.017 1.421 -1.954 -0.68
N -0.514 1.905 0.388 -0.84
H 0.775 1.026 -2.582 0.24
H -0.932 0.860 -2.142 0.21
H -0.192 2.465 -2.204 0.23
H -0.313 1.785 1.371 0.40
H -1.464 2.063 0.088 0.39
C 0.491 -2.071 -0.205 -0.72
C -0.802 -1.366 0.073 0.02
N -1.186 -0.856 1.191 -0.24
N -0.291 -0.609 2.178 -0.67
H 0.411 -2.662 -1.113 0.23
H 0.788 -2.719 0.622 0.21
H 1.282 -1.329 -0.343 0.26
H -1.607 -1.492 -0.639 0.18
H 0.608 -1.084 2.141 0.35
H -0.743 -0.575 3.081 0.38



# 4
20
Properties=species:S:1:pos:R:3:nbo_charge:R:1 method="wB97M-V/def2-TZVPD" e_homo_ha=-0.29299 gap_ev=8.74 multiplicity=1 total_charge=0 mol_weight_g_mol=116.17 total_energy_ev=-10299.946
C -1.811 -1.071 -0.242 -0.71
C 0.883 2.214 -0.302 -0.70
C -0.636 -0.763 0.641 0.47
C 0.533 1.000 -1.120 0.06
N -0.181 1.159 -2.175 -0.69
N -0.692 -0.156 1.771 -0.70
H -0.281 0.272 -2.681 0.32
H -1.586 0.323 1.883 0.36
H -1.516 -1.545 -1.179 0.23
H -2.502 -1.731 0.296 0.24
H 0.234 3.060 -0.546 0.22
H 0.790 1.998 0.766 0.22
H -2.344 -0.150 -0.483 0.26
H 1.924 2.500 -0.487 0.22
N 0.633 -1.381 0.244 -0.50
N 1.646 -1.388 1.251 -0.64
H 2.236 -0.578 1.051 0.35
H 1.174 -1.139 2.130 0.38
H 0.511 -2.329 -0.124 0.39
H 0.984 -0.295 -0.694 0.24



# 5
21
Properties=species:S:1:pos:R:3:nbo_charge:R:1 method="wB97M-V/def2-TZVPD" e_homo_ha=-0.28359 gap_ev=8.17 multiplicity=1 total_charge=0 mol_weight_g_mol=132.17 total_energy_ev=-12339.135
C 1.183 -0.900 1.000 -0.63
C 1.647 -0.334 -0.367 0.01
C 0.273 0.415 -0.572 0.37
C -1.869 -0.407 0.426 -0.50
H 0.060 -1.455 1.046 0.20
H 2.042 -1.490 1.324 0.23
H 1.211 -0.049 1.766 0.21
H 1.752 -1.283 -0.953 0.20
H 2.331 1.151 0.027 0.48
H -1.256 2.774 -1.179 0.37
H -0.247 3.798 0.380 0.34
H -1.225 0.540 1.335 0.25
H -1.894 -1.421 1.108 0.21
H -2.910 -0.176 -0.333 0.26
H -1.506 -1.770 -1.714 0.36
H -0.572 -2.068 -0.103 0.32
N 0.285 1.697 -0.322 -0.38
N -0.691 2.580 -0.208 -0.64
N -0.855 -0.313 -0.714 -0.38
N -0.602 -1.629 -1.251 -0.63
O 2.843 0.339 -0.695 -0.66



# 6
28
Properties=species:S:1:pos:R:3:nbo_charge:R:1 method="wB97M-V/def2-TZVPD" e_homo_ha=-0.40605 gap_ev=10.82 multiplicity=1 total_charge=0 mol_weight_g_mol=244.16 total_energy_ev=-26671.500
C 3.619 -3.070 0.794 -0.48
N 3.557 -4.562 0.965 0.53
O 3.206 -5.228 0.010 -0.38
O 3.835 -5.006 2.065 -0.37
H 2.695 -2.830 0.287 0.23
H 4.491 -2.835 0.184 0.23
H 3.843 -2.679 1.779 0.24
C -5.378 1.773 -1.352 -0.49
N -5.502 2.763 -0.259 0.54
O -6.081 3.795 -0.505 -0.38
O -5.062 2.457 0.825 -0.37
H -4.400 1.317 -1.443 0.25
H -5.685 2.259 -2.273 0.23
H -6.148 1.026 -1.151 0.23
C 1.800 2.774 1.351 -0.48
N 2.421 1.459 1.050 0.54
O 2.835 0.809 1.992 -0.37
O 2.538 1.120 -0.112 -0.41
H 0.934 2.820 0.692 0.24
H 2.512 3.534 1.047 0.24
H 1.520 2.788 2.394 0.24
C 0.287 -0.947 -1.483 -0.49
N -0.854 -0.253 -0.808 0.53
O -0.815 -0.123 0.405 -0.38
O -1.730 0.193 -1.531 -0.39
H -0.074 -1.096 -2.495 0.23
H 0.453 -1.916 -1.020 0.23
H 1.182 -0.340 -1.407 0.26



# 7
28
Properties=species:S:1:pos:R:3:nbo_charge:R:1 method="wB97M-V/def2-TZVPD" e_homo_ha=-0.40739 gap_ev=10.47 multiplicity=1 total_charge=0 mol_weight_g_mol=244.16 total_energy_ev=-26671.064
C 1.536 0.737 0.117 -0.48
N 0.919 -0.409 -0.592 0.53
O 1.574 -0.905 -1.534 -0.38
O -0.207 -0.727 -0.191 -0.39
H 0.974 0.969 1.022 0.22
H 1.532 1.552 -0.607 0.25
H 2.570 0.451 0.309 0.25
C 2.135 0.984 -4.508 -0.50
N 1.397 2.204 -4.061 0.55
O 1.803 3.145 -4.625 -0.34
O 0.480 2.119 -3.249 -0.41
H 1.503 0.546 -5.280 0.23
H 2.332 0.295 -3.687 0.24
H 3.078 1.226 -4.997 0.23
C -2.859 -1.230 1.065 -0.48
N -4.323 -1.161 1.043 0.52
O -4.928 -2.216 1.128 -0.37
O -4.824 -0.057 0.832 -0.39
H -2.559 -0.249 1.434 0.22
H -2.591 -1.346 0.015 0.26
H -2.568 -2.041 1.733 0.23
C -0.072 -0.201 3.795 -0.48
N 1.062 -1.011 3.213 0.51
O 0.897 -2.193 2.846 -0.35
O 2.111 -0.373 2.970 -0.39
H -0.410 0.504 3.035 0.24
H 0.360 0.212 4.706 0.24
H -0.922 -0.828 4.068 0.23



# 8
18
Properties=species:S:1:pos:R:3:nbo_charge:R:1 method="wB97M-V/def2-TZVPD" e_homo_ha="-0.12237 / -0.35572" gap_ev="3.74 / 9.98" multiplicity=2 s_squared=0.7510 total_charge=0 mol_weight_g_mol=90.15 total_energy_ev=-7875.798
C 1.010 -0.612 0.585 -0.29
C 0.619 0.677 -0.114 -0.47
C -0.760 0.635 -0.800 -0.23
C -0.957 1.404 -1.880 -0.39
N 0.888 -1.779 -0.411 -1.09
H 0.371 -0.894 1.401 0.25
H 2.028 -0.597 0.961 0.22
H 1.316 1.034 -0.867 0.22
H 0.508 1.493 0.620 0.21
H -1.574 0.274 -0.185 0.22
H -1.847 1.241 -2.485 0.20
H -0.220 2.104 -2.268 0.19
H 1.240 -1.512 -1.374 0.32
H -0.113 -1.848 -0.658 0.36
H 1.339 -2.720 -0.277 0.27
H -1.082 1.077 2.304 0.48
H -1.652 -0.094 3.107 0.48
O -1.115 0.117 2.341 -0.95



# 9
18
Properties=species:S:1:pos:R:3:nbo_charge:R:1 method="wB97M-V/def2-TZVPD" e_homo_ha=-0.54375 gap_ev=9.70 multiplicity=1 total_charge=+1 mol_weight_g_mol=90.15 total_energy_ev=-7872.594
C -1.544 0.435 -0.661 -0.07
O -0.522 1.484 -0.533 -0.78
C -0.856 -0.882 -1.055 -0.44
C -0.893 -1.932 0.059 -0.60
H -2.029 0.319 0.305 0.18
H -2.207 0.735 -1.467 0.20
H -0.982 2.305 -0.701 0.51
H -1.410 -1.291 -1.902 0.23
H 0.165 -0.709 -1.397 0.21
H -1.907 -2.158 0.387 0.23
H -0.435 -2.861 -0.278 0.23
H -0.383 -1.562 0.958 0.17
C 2.294 -0.107 1.229 0.15
N 1.612 0.919 0.929 -0.58
H 3.343 0.012 1.482 0.22
H 1.858 -1.092 1.339 0.23
H 0.656 0.861 0.477 0.48
H 2.027 1.840 1.006 0.44



# 10
18
Properties=species:S:1:pos:R:3:nbo_charge:R:1 method="wB97M-V/def2-TZVPD" e_homo_ha=-0.51084 gap_ev=10.23 multiplicity=1 total_charge=+1 mol_weight_g_mol=90.15 total_energy_ev=-7872.031
N -1.020 1.755 -1.136 -0.73
C -1.324 0.580 0.126 -0.12
C -0.843 -0.721 -0.369 -0.49
C 0.634 -0.762 -0.652 -0.43
C 1.440 -0.223 0.485 -0.04
O 1.139 -0.919 1.653 -0.77
H -1.634 1.530 -1.959 0.44
H -0.088 1.745 -1.488 0.44
H -1.354 2.545 -0.715 0.43
H -0.595 1.062 0.902 0.23
H -2.360 0.633 0.452 0.25
H -0.992 -1.523 0.342 0.29
H -1.487 -1.033 -1.222 0.23
H 0.931 -0.166 -1.484 0.19
H 0.995 -1.806 -0.708 0.25
H 2.544 -0.142 0.360 0.21
H 0.987 0.743 0.749 0.14
H 1.642 -1.759 1.958 0.51